Density functional theory data (ωB97M-V/def2-TZVPD) for a gas-phase ion, C4H9N4O (charge +1) at a distorted geometry.

Output
Total charge: +1
Gap between HOMO and LUMO in eV: 8.64
HOMO in eV: -12.55
SMILES string: C[N+](/C(N)=N\N)=C1/CO1
Multiplicity: 1

Atoms and positions in Å:
C: -0.19411 -1.68128 0.59049
N: -0.42810 -0.28741 0.28186
C: 0.67293 0.72562 0.16982
N: 0.13190 1.99869 0.46101
N: 1.86420 0.65267 -0.23005
N: 2.53499 -0.41226 -0.71403
C: -1.59212 -0.03570 -0.05273
C: -2.51448 0.82101 -0.62548
O: -2.74772 -0.58388 -0.32304
H: 0.59254 -1.96435 1.35602
H: -1.06509 -2.25455 0.87034
H: 0.08152 -2.16568 -0.43610
H: -0.46384 2.16166 1.32377
H: 0.87682 2.57869 0.46174
H: 2.12989 -1.03280 -1.37834
H: 3.48217 -0.23686 -0.99402
H: -3.11951 1.45324 0.00002
H: -2.50880 0.89452 -1.79953